1.
{"formula": "C52H49BrN2OP2Sn", "method": "ωB97M-V/def2-TZVPD", "symbols": ["Sn", "N", "C", "C", "C", "C", "C", "C", "C", "C", "N", "C", "H", "H", "H", "H", "H", "H", "H", "H", "C", "C", "C", "C", "C", "C", "C", "C", "P", "C", "C", "C", "C", "C", "C", "C", "C", "C", "C", "C", "C", "C", "O", "C", "C", "C", "C", "C", "C", "P", "C", "C", "C", "C", "C", "C", "C", "C", "C", "C", "C", "C", "H", "H", "H", "H", "H", "H", "H", "H", "H", "H", "H", "H", "H", "H", "H", "H", "H", "H", "H", "H", "H", "H", "H", "H", "H", "H", "H", "H", "H", "H", "H", "H", "C", "C", "C", "C", "H", "H", "H", "H", "H", "H", "H", "H", "H", "Br"], "xyz": [[-0.73731, 0.22354, 0.30461], [2.10405, 1.39544, 2.20509], [1.63448, 2.12904, 3.27691], [2.46075, 2.47925, 4.32506], [2.00272, 3.26672, 5.39077], [0.70770, 3.70277, 5.42695], [-0.16661, 3.38429, 4.36591], [-1.50865, 3.82529, 4.34682], [-2.29047, 3.54116, 3.26633], [-1.73790, 2.78976, 2.21517], [-0.51599, 2.31154, 2.21399], [0.28933, 2.60616, 3.27128], [2.93233, 0.84719, 2.37535], [1.39918, 0.89810, 1.67626], [3.48898, 2.13609, 4.31996], [2.68881, 3.53114, 6.18513], [0.33635, 4.29918, 6.25103], [-1.89194, 4.38343, 5.19235], [-3.32316, 3.85489, 3.20222], [-2.34976, 2.55547, 1.35405], [2.32332, -4.49273, -5.49787], [1.66910, -3.12146, -5.75925], [1.58927, -2.86826, -7.27334], [2.51275, -2.04992, -5.10139], [3.78170, -1.76342, -5.59028], [4.59319, -0.81445, -4.99812], [4.12958, -0.10742, -3.90577], [2.86096, -0.34959, -3.39653], [2.20601, 0.57701, -1.94807], [2.77168, 2.28332, -2.27892], [2.80664, 3.15897, -1.18980], [3.13274, 4.49284, -1.37022], [3.40628, 4.97728, -2.64235], [3.33867, 4.12279, -3.73188], [3.01805, 2.78360, -3.55431], [3.44992, -0.01087, -0.72430], [3.15268, -1.22176, -0.09926], [4.04073, -1.78958, 0.80150], [5.24043, -1.15190, 1.08540], [5.53982, 0.05750, 0.47424], [4.64925, 0.62829, -0.42394], [2.07158, -1.35518, -3.97643], [0.87741, -1.64620, -3.34997], [-0.02414, -2.48444, -3.96487], [-1.25833, -2.67632, -3.32276], [-2.21216, -3.47994, -3.93839], [-1.95119, -4.08974, -5.14784], [-0.70906, -3.94029, -5.73435], [0.27530, -3.14996, -5.15703], [-1.63318, -2.03619, -1.62409], [-1.63702, -3.65745, -0.75115], [-2.22988, -3.76867, 0.50730], [-2.20990, -4.97382, 1.19440], [-1.56671, -6.07698, 0.65589], [-0.92477, -5.96096, -0.56755], [-0.95200, -4.76187, -1.26285], [-3.40719, -1.66036, -1.94939], [-3.65832, -0.77503, -3.00131], [-4.95195, -0.41393, -3.33092], [-6.02124, -0.94052, -2.61813], [-5.78313, -1.83008, -1.58467], [-4.48317, -2.18436, -1.24478], [3.32040, -4.53336, -5.94006], [1.71675, -5.29267, -5.92538], [2.41787, -4.66871, -4.42511], [2.58286, -2.83443, -7.71817], [1.09032, -1.91920, -7.47320], [1.03577, -3.66176, -7.77343], [4.15687, -2.31271, -6.44426], [5.58309, -0.62248, -5.39154], [4.74715, 0.65319, -3.44494], [2.58405, 2.78999, -0.19240], [3.15982, 5.16094, -0.51834], [3.66146, 6.01967, -2.78433], [3.52891, 4.50101, -4.72867], [2.95708, 2.13224, -4.41683], [2.21315, -1.71826, -0.32159], [3.79591, -2.72696, 1.28505], [5.94399, -1.59922, 1.77626], [6.47520, 0.55695, 0.69438], [4.89420, 1.57617, -0.88377], [-3.16611, -3.63487, -3.45202], [-2.70124, -4.71186, -5.61856], [-0.50034, -4.47450, -6.65160], [-2.70919, -2.91439, 0.96356], [-2.68997, -5.04254, 2.16237], [-1.55449, -7.01853, 1.18992], [-0.38677, -6.80345, -0.98385], [-0.44162, -4.69805, -2.21413], [-2.83436, -0.38141, -3.58443], [-5.12720, 0.27940, -4.14394], [-7.03630, -0.66919, -2.87873], [-6.61316, -2.25677, -1.03585], [-4.31628, -2.88163, -0.43619], [-2.41714, 4.01046, -0.99667], [-1.43432, 2.93669, -1.47301], [-1.23150, 3.05248, -2.98602], [-1.91003, 1.50846, -1.12312], [-2.22339, 4.96263, -1.49565], [-2.33702, 4.17555, 0.07795], [-3.44615, 3.71618, -1.21764], [-0.46704, 3.14020, -1.00463], [-2.17604, 2.86623, -3.50592], [-0.49783, 2.31769, -3.32575], [-0.86744, 4.04390, -3.26718], [-1.84226, 0.91226, -2.03223], [-2.96887, 1.50422, -0.85054], [-2.79969, -0.43069, 1.75216]], "forces_ev_per_angstrom": [[0.1, 0.3, -0.4], [-0.1, 0.1, 0.0], [0.3, 0.0, 0.0], [0.0, -0.1, -0.1], [-0.2, 0.1, 0.0], [0.1, 0.1, 0.1], [0.1, -0.1, -0.1], [-0.1, -0.1, -0.2], [0.0, 0.1, 0.1], [0.1, -0.2, 0.0], [-0.2, 0.1, -0.2], [0.0, 0.1, 0.2], [0.0, 0.0, 0.0], [0.1, 0.0, 0.0], [0.0, 0.0, 0.0], [0.0, 0.0, 0.0], [0.0, 0.0, 0.0], [0.0, 0.0, 0.0], [0.0, 0.0, 0.0], [0.0, -0.1, 0.1], [0.0, 0.0, 0.0], [0.0, -0.1, -0.1], [0.0, 0.0, 0.0], [-0.2, 0.0, 0.1], [0.0, 0.0, 0.0], [0.2, 0.0, -0.1], [-0.1, -0.1, 0.0], [-0.4, -0.1, 0.1], [0.0, 0.0, 0.1], [-0.1, 0.0, 0.0], [0.0, 0.0, 0.0], [0.0, 0.0, 0.0], [0.0, 0.0, 0.0], [0.0, 0.1, 0.0], [0.0, 0.1, 0.0], [-0.1, 0.0, 0.0], [0.0, 0.0, 0.0], [0.0, 0.0, 0.0], [0.0, 0.0, 0.0], [0.0, 0.0, 0.0], [0.0, 0.0, 0.0], [0.2, 0.1, 0.0], [0.0, -0.1, -0.2], [-0.2, -0.1, 0.0], [0.4, 0.4, 0.0], [0.1, 0.1, 0.0], [-0.1, -0.2, -0.1], [0.0, 0.0, 0.1], [0.1, 0.1, 0.1], [-0.3, -0.4, -0.3], [0.2, 0.1, 0.1], [0.0, -0.1, 0.0], [0.0, 0.0, 0.0], [0.0, 0.0, 0.0], [0.1, 0.0, 0.0], [-0.1, 0.0, 0.0], [0.0, 0.0, 0.0], [0.0, 0.0, 0.1], [0.0, 0.0, 0.0], [0.0, 0.0, 0.0], [0.0, 0.0, 0.0], [0.1, 0.0, 0.0], [0.0, 0.0, 0.0], [0.0, 0.0, 0.0], [0.0, 0.0, 0.0], [0.0, 0.0, 0.0], [0.0, 0.0, 0.0], [0.0, 0.0, 0.0], [0.0, 0.0, 0.0], [0.0, 0.0, 0.0], [0.0, 0.0, 0.0], [0.0, 0.0, 0.0], [0.0, 0.0, 0.0], [0.0, 0.0, 0.0], [0.0, 0.0, 0.0], [0.0, 0.0, 0.0], [0.0, 0.0, 0.0], [0.0, 0.0, 0.0], [0.0, 0.0, 0.0], [0.0, 0.0, 0.0], [0.0, 0.0, 0.0], [0.0, 0.0, 0.0], [0.0, 0.0, 0.0], [0.0, 0.0, 0.0], [0.0, 0.0, 0.0], [0.0, 0.0, 0.0], [0.0, 0.0, 0.0], [0.0, 0.0, 0.0], [0.0, 0.0, 0.0], [0.0, 0.0, 0.0], [0.0, 0.0, 0.0], [0.0, 0.0, 0.0], [0.0, 0.0, 0.0], [-0.1, 0.0, 0.0], [0.1, 0.0, 0.0], [0.0, -0.1, -0.1], [0.1, 0.0, 0.1], [0.2, 0.0, 0.3], [0.0, 0.0, 0.1], [-0.1, 0.1, -0.1], [0.0, 0.0, -0.1], [0.1, 0.1, 0.1], [0.0, 0.0, 0.0], [0.0, 0.0, 0.0], [0.0, 0.0, 0.0], [0.0, -0.1, -0.1], [0.0, -0.1, 0.1], [-0.3, 0.0, 0.1]], "multiplicity": 1, "total_energy_ha": -5666.78753, "charge": 0, "molar_mass_g_mol": 978.54, "e_lumo_ha": 0.015, "e_above_lowest_kcal_mol": 10.34}


2.
{"formula": "C52H51N4O5P3PdTe", "method": "ωB97M-V/def2-TZVPD", "symbols": ["Pd", "Te", "C", "C", "C", "N", "C", "C", "C", "P", "C", "C", "C", "C", "C", "C", "C", "C", "C", "C", "C", "C", "P", "C", "C", "C", "C", "C", "C", "C", "C", "C", "C", "C", "C", "H", "H", "H", "H", "H", "H", "H", "H", "H", "H", "H", "H", "H", "H", "H", "H", "H", "H", "H", "H", "H", "H", "H", "H", "C", "O", "C", "C", "C", "C", "C", "C", "N", "N", "C", "C", "C", "C", "O", "C", "N", "C", "C", "C", "C", "H", "H", "H", "H", "H", "H", "H", "H", "H", "H", "H", "H", "C", "C", "O", "P", "O", "C", "C", "O", "C", "C", "H", "H", "H", "H", "H", "H", "H", "H", "H", "H", "H", "H", "H", "H", "H"], "xyz": [[-0.38321, -0.22474, -0.30560], [4.05690, -1.93290, -2.24144], [5.01732, -3.23063, -0.87222], [6.15809, -3.94720, -1.23136], [6.76586, -4.76977, -0.29956], [6.33663, -4.92927, 0.95417], [5.24888, -4.23310, 1.28946], [4.56379, -3.38863, 0.43027], [2.44655, -1.36722, -1.08226], [2.57483, 0.19897, -0.14684], [4.13482, -0.02744, 0.85033], [5.32947, 0.28080, 0.19184], [6.56003, 0.15296, 0.81749], [6.62712, -0.25324, 2.14393], [5.45165, -0.52173, 2.82849], [4.22289, -0.41493, 2.18748], [1.28560, -0.12732, 1.14417], [1.19634, -1.36573, 1.84103], [0.55685, -1.46251, 3.05483], [-0.09733, -0.34575, 3.60596], [-0.11908, 0.83915, 2.90336], [0.56740, 0.96430, 1.68240], [0.82270, -1.49735, -1.75929], [0.60347, -3.28422, -2.14184], [-0.30492, -3.71360, -3.11275], [-0.49500, -5.06299, -3.36719], [0.20480, -6.01958, -2.63793], [1.08788, -5.60668, -1.65066], [1.28536, -4.25220, -1.41058], [0.87550, -0.81019, -3.48651], [0.42979, 0.49942, -3.65735], [0.54618, 1.13523, -4.88788], [1.09648, 0.46792, -5.97233], [1.54028, -0.84029, -5.81679], [1.43422, -1.46975, -4.58483], [6.57500, -3.87013, -2.22995], [7.65358, -5.33453, -0.57289], [4.90492, -4.35318, 2.31299], [3.68860, -2.83938, 0.75839], [5.28578, 0.61886, -0.83719], [7.46855, 0.37539, 0.26930], [7.58587, -0.35263, 2.63963], [5.48655, -0.82969, 3.86763], [3.32377, -0.64019, 2.74573], [1.69640, -2.22288, 1.40477], [0.53815, -2.41307, 3.57829], [-0.60065, -0.42466, 4.56302], [-0.64372, 1.70011, 3.30328], [0.65799, 1.93038, 1.20036], [-0.86819, -2.97802, -3.67307], [-1.19786, -5.36970, -4.13435], [0.05829, -7.07542, -2.83695], [1.64189, -6.33828, -1.07335], [1.99435, -3.92746, -0.65765], [0.00254, 1.02555, -2.80924], [0.20104, 2.15722, -4.99278], [1.18262, 0.96179, -6.93397], [1.97726, -1.37028, -6.65623], [1.79498, -2.48523, -4.47357], [1.08677, 10.78009, 2.59978], [0.76775, 9.56979, 3.23937], [-0.38347, 8.93651, 2.83076], [-0.62813, 7.68623, 3.40093], [-1.75302, 6.97390, 3.05082], [-2.66667, 7.48298, 2.11754], [-2.42965, 8.73767, 1.58501], [-1.28749, 9.46492, 1.92530], [-3.89508, 6.80949, 1.86392], [-3.93096, 5.64815, 1.36285], [-2.90035, 4.93751, 0.80796], [-1.65609, 5.41551, 0.33106], [-0.75354, 4.62075, -0.31226], [-0.97246, 3.21737, -0.55301], [-0.16144, 2.50832, -1.15182], [-2.25828, 2.68337, -0.03948], [-2.48264, 1.36425, -0.22721], [-3.65543, 0.86872, 0.09892], [-4.67356, 1.64478, 0.66888], [-4.44061, 2.96911, 0.92162], [-3.20148, 3.54182, 0.56227], [2.04367, 11.10055, 3.00631], [0.33615, 11.55314, 2.79721], [1.18203, 10.64983, 1.51705], [0.08738, 7.29046, 4.11039], [-1.93629, 5.99497, 3.47627], [-3.14328, 9.14681, 0.88012], [-1.12674, 10.43478, 1.47519], [-1.41057, 6.46277, 0.43465], [0.17473, 5.03225, -0.68919], [-3.79336, -0.19513, -0.06882], [-5.62089, 1.18362, 0.92186], [-5.18431, 3.60140, 1.38542], [-3.69508, -6.83433, -0.51229], [-2.61712, -5.79289, -0.30438], [-3.23403, -4.58586, 0.14790], [-2.34386, -3.21493, -0.16906], [-3.31551, -2.22224, 0.68071], [-2.75498, -1.60782, 1.85202], [-3.32017, -2.24690, 3.10051], [-2.87084, -2.88937, -1.67405], [-4.26643, -2.69946, -1.92678], [-4.61900, -3.41663, -3.21319], [-3.25666, -7.77897, -0.84071], [-4.40111, -6.49317, -1.27112], [-4.24714, -7.00611, 0.41320], [-2.07127, -5.62344, -1.23596], [-1.88939, -6.12659, 0.44244], [-2.99130, -0.54595, 1.81217], [-1.66973, -1.69294, 1.81541], [-4.40720, -2.14705, 3.13076], [-2.89902, -1.75992, 3.98208], [-3.07405, -3.31015, 3.13747], [-4.45029, -1.62633, -2.01382], [-4.86208, -3.08485, -1.09853], [-4.00330, -3.04998, -4.03564], [-5.66991, -3.25768, -3.46636], [-4.43899, -4.48747, -3.10465]], "forces_ev_per_angstrom": [[-0.2, 0.4, 0.1], [0.0, -0.1, -0.1], [0.0, 0.0, 0.0], [0.0, 0.0, 0.0], [0.0, 0.0, 0.0], [0.0, 0.0, 0.0], [0.0, 0.0, 0.0], [0.0, 0.0, 0.0], [0.1, 0.0, 0.1], [-0.1, 0.0, 0.0], [0.1, -0.1, -0.1], [0.0, 0.0, 0.0], [0.0, 0.0, 0.0], [0.0, 0.0, 0.0], [0.0, 0.0, 0.0], [0.0, 0.0, 0.0], [0.0, -0.1, 0.0], [0.1, 0.0, 0.1], [-0.1, 0.0, -0.1], [0.0, 0.0, 0.0], [0.0, 0.0, 0.0], [0.0, -0.1, -0.1], [0.0, -0.1, -0.1], [0.0, 0.0, -0.1], [0.1, 0.0, 0.0], [0.0, 0.0, 0.0], [0.0, 0.0, 0.0], [0.0, 0.0, 0.0], [0.1, -0.1, 0.0], [0.0, 0.0, 0.0], [0.0, 0.0, 0.0], [0.0, 0.0, 0.0], [0.0, 0.0, 0.0], [0.0, 0.0, 0.0], [0.0, 0.0, 0.0], [0.0, 0.0, 0.0], [0.0, 0.0, 0.0], [0.0, 0.0, 0.0], [0.0, 0.0, 0.0], [0.0, 0.0, 0.0], [0.0, 0.0, 0.0], [0.0, 0.0, 0.0], [0.0, 0.0, 0.0], [0.0, 0.0, 0.0], [0.0, 0.0, 0.0], [0.0, 0.0, 0.0], [0.0, 0.0, 0.0], [0.0, 0.0, 0.0], [0.0, 0.0, 0.0], [0.0, 0.0, 0.0], [0.0, 0.0, 0.0], [0.0, 0.0, 0.0], [0.0, 0.0, 0.0], [0.0, 0.0, 0.0], [0.0, 0.0, 0.0], [0.0, 0.0, 0.0], [0.0, 0.0, 0.0], [0.0, 0.0, 0.0], [0.0, 0.0, 0.0], [0.0, 0.0, 0.0], [0.0, 0.0, 0.0], [0.0, 0.0, 0.0], [0.0, 0.0, 0.0], [0.0, 0.0, 0.0], [0.0, 0.0, 0.1], [0.0, 0.0, 0.0], [0.0, 0.0, 0.0], [0.0, 0.0, 0.0], [-0.1, 0.1, 0.0], [0.1, -0.1, -0.1], [0.0, 0.0, 0.1], [0.0, 0.0, 0.0], [0.0, 0.1, 0.1], [0.0, 0.0, 0.0], [0.0, 0.0, -0.1], [0.2, -0.1, 0.0], [0.0, -0.1, -0.1], [0.0, 0.0, 0.0], [0.0, 0.0, 0.0], [0.0, 0.0, 0.0], [0.0, 0.0, 0.0], [0.0, 0.0, 0.0], [0.0, 0.0, 0.0], [0.0, 0.0, 0.0], [0.0, 0.0, 0.0], [0.0, 0.0, 0.0], [0.0, 0.0, 0.0], [0.0, 0.0, 0.0], [0.0, 0.0, 0.0], [-0.1, 0.1, -0.1], [0.0, 0.0, 0.0], [0.0, 0.0, 0.0], [0.0, 0.0, 0.0], [-0.1, 0.0, 0.0], [0.0, -0.1, 0.0], [0.2, 0.1, -0.1], [-0.1, 0.1, 0.0], [0.0, -0.1, 0.1], [0.0, 0.0, 0.0], [-0.2, 0.0, 0.2], [0.1, 0.0, -0.2], [0.0, 0.0, 0.0], [0.0, 0.0, 0.0], [0.0, 0.0, 0.0], [0.0, 0.0, 0.0], [0.0, 0.0, 0.0], [0.0, 0.0, 0.0], [0.0, -0.1, 0.1], [0.1, 0.0, 0.0], [0.0, 0.0, 0.0], [0.0, 0.0, 0.0], [0.0, 0.0, 0.0], [0.0, 0.0, 0.0], [0.0, 0.0, 0.0], [0.0, 0.0, 0.0], [0.0, 0.0, 0.0], [0.0, 0.0, 0.0]], "multiplicity": 1, "total_energy_ha": -4027.35519, "charge": -2, "molar_mass_g_mol": 1138.95, "e_lumo_ha": 0.133, "e_above_lowest_kcal_mol": 21.87}


Q: Which value of multiplicity does entry 1 give?
A: 1